Formula: C8H10INNi
Source: OMol25
Level of theory: wB97M-V/def2-TZVPD

* frontier orbital gap (spin up / spin down): 4.4 / 4.5 eV
* HOMO (spin up / spin down): 0.91 / 0.69 eV
* LUMO level (spin up / spin down): 5.277 / 5.220 eV

Geometry as ORCA input:
```
! RIJCOSX wB97M-V def2-TZVPD def2/J DEFGRID3
* xyz -2 3
C 0.06 -1.32 -1.95
C -1.26 -1.41 -1.43
C -1.19 -2.07 -0.17
C 0.18 -2.36 0.10
C 0.95 -1.89 -1.01
Ni 0.00 0.00 0.00
C -1.00 1.61 -0.94
C 0.40 1.87 -1.42
C 0.74 2.44 -2.61
N 1.31 1.31 -0.50
H -2.03 -2.27 0.50
H -2.17 -1.05 -1.92
H 0.57 -2.83 1.00
H 2.04 -1.95 -1.10
H 0.34 -0.81 -2.88
H -1.77 1.62 -1.71
H 2.30 1.43 -0.74
H -1.26 2.25 -0.07
H -0.02 2.88 -3.26
H 1.79 2.53 -2.92
I 0.74 -0.02 2.44
*
```

Quick look at the Mulliken charges, all values in e: C -0.7791; C -0.4485; C -0.4112; C -0.9672; C -0.1826; Ni -0.1624; C -0.6281; C 0.6131; C -1.1893; N -0.2540; H 0.3703; H 0.4254; H 0.5288; H 0.3721; H 0.4060; H 0.3141; H 0.0797; H 0.1350; H 0.2836; H 0.2298; I -0.7353

Formula: C28H37ClN4P2Tc
Source: OMol25
Level of theory: wB97M-V/def2-TZVPD

* frontier orbital gap (spin up / spin down): 5.3 / 2.9 eV
* energy above the lowest of the compared OMol25 structures with the same formula, charge and spin: 15.9 kcal per mole
* HOMO (spin up / spin down): -13.01 / -13.01 eV
* LUMO level (spin up / spin down): -7.694 / -10.104 eV

Geometry as ORCA input:
```
! RIJCOSX wB97M-V def2-TZVPD def2/J DEFGRID3
* xyz 2 4
Tc 1.40 1.08 0.66
C -2.97 1.16 3.26
C -2.59 -0.10 3.50
C -3.06 -1.32 2.76
C -4.00 -1.11 1.54
C -3.48 -0.26 0.43
C -3.63 1.07 0.31
C -4.38 1.95 1.26
C -4.33 1.52 2.74
C 0.04 2.69 0.64
H -2.35 2.00 3.57
H -1.80 -0.31 4.23
H -3.60 -2.02 3.44
H -2.15 -1.85 2.43
H -4.15 -2.12 1.12
H -4.99 -0.78 1.89
H -2.96 -0.81 -0.35
H -3.19 1.59 -0.54
H -5.45 2.00 0.98
H -4.00 2.97 1.16
H -4.70 2.39 3.31
H -5.05 0.71 2.91
H -0.05 3.09 1.65
H -0.96 2.43 0.28
H 0.43 3.50 -0.01
P 1.10 1.29 -1.55
P 1.33 -1.11 0.92
N -0.32 1.41 -2.53
N 2.23 2.07 -2.66
N 0.51 -2.56 0.17
N 2.44 -2.00 1.93
C 1.66 -0.41 -1.80
C 2.51 -0.74 -0.56
C -1.20 2.51 -2.57
C -2.00 2.38 -3.69
C -1.61 1.20 -4.38
C -0.57 0.63 -3.66
C 3.00 3.21 -2.42
C 3.93 3.35 -3.45
C 3.70 2.27 -4.37
C 2.65 1.52 -3.88
C -0.61 -3.27 0.60
C -0.86 -4.33 -0.27
C 0.18 -4.32 -1.25
C 1.01 -3.26 -0.94
C 2.48 -3.39 2.05
C 3.79 -3.79 2.32
C 4.58 -2.59 2.41
C 3.75 -1.53 2.17
H 2.28 -0.55 -2.70
H 0.78 -1.06 -1.93
H 3.19 -1.60 -0.68
H 3.22 0.10 -0.28
H -1.14 3.25 -1.79
H -2.79 3.08 -3.96
H -2.04 0.81 -5.29
H 0.00 -0.27 -3.85
H 2.81 3.80 -1.54
H 4.68 4.12 -3.53
H 4.26 2.07 -5.28
H 2.20 0.63 -4.29
H -1.11 -2.99 1.52
H -1.67 -5.04 -0.20
H 0.33 -5.01 -2.06
H 1.88 -2.91 -1.48
H 1.58 -3.97 1.94
H 4.13 -4.81 2.40
H 5.65 -2.54 2.61
H 3.94 -0.46 2.19
Cl 2.96 1.81 3.00
C 1.31 1.22 2.80
H 1.25 0.30 3.42
H 0.64 2.00 3.19
*
```

Quick look at the Mulliken charges, all values in e: Tc -0.4923; C -0.2508; C -0.7847; C 0.5850; C -1.2513; C -0.1458; C -0.3556; C -0.8492; C -0.8593; C -1.3930; H 0.4537; H 0.5383; H 0.3940; H -0.6638; H 0.5079; H 0.4848; H 0.4721; H 0.4580; H 0.3554; H 0.3135; H 0.4473; H 0.3006; H 0.4848; H 0.3466; H 0.4321; P 0.8948; P 1.2329; N 0.7471; N 0.3504; N 1.0755; N 0.4009; C -0.7281; C -2.8700; C -0.6432; C -0.6258; C -0.9290; C -0.3274; C -0.1338; C -0.6223; C -0.7232; C 0.1257; C -0.8353; C -0.8905; C -0.9493; C -0.5066; C -0.3585; C -0.7326; C -0.5921; C -0.4709; H 0.3656; H 0.8946; H 0.7119; H 0.7896; H 0.5211; H 0.4768; H 0.4761; H 0.4900; H 0.5079; H 0.4722; H 0.4725; H 0.4013; H 0.6015; H 0.5195; H 0.5086; H 0.5126; H 0.4761; H 0.4603; H 0.4634; H 0.2837; Cl -0.1168; C -0.7527; H 0.5464; H 0.5010

Formula: C7H11N2
Source: OMol25
Level of theory: wB97M-V/def2-TZVPD

* frontier orbital gap (spin up / spin down): 6.7 / 6.3 eV
* energy above the lowest of the compared OMol25 structures with the same formula, charge and spin: 76.6 kcal per mole
* HOMO (spin up / spin down): -10.11 / -12.72 eV
* LUMO level (spin up / spin down): -3.412 / -6.442 eV

Geometry as ORCA input:
```
! RIJCOSX wB97M-V def2-TZVPD def2/J DEFGRID3
* xyz 1 3
C 0.08 -0.56 -1.42
C -0.06 -0.19 -0.12
C -0.17 1.59 -1.44
C -0.84 -2.86 1.47
C -0.17 -1.87 1.92
C -0.17 3.01 -1.77
C 0.90 -1.37 2.67
N 0.08 0.49 -2.28
N -0.25 1.15 -0.19
H 0.06 -1.51 -1.75
H -1.16 -3.72 2.20
H -1.25 -3.02 0.39
H -1.07 3.32 -2.46
H -0.19 3.56 -0.83
H 0.75 3.49 -2.27
H 0.91 -1.93 3.67
H 1.90 -1.67 2.20
H 1.09 -0.22 2.81
H -0.12 0.55 -3.35
H -0.34 1.75 0.53
*
```

Quick look at the Mulliken charges, all values in e: C -0.5277; C 0.1510; C 0.3819; C -0.5442; C 0.3115; C -1.0642; C -0.8266; N -0.0973; N 0.0763; H 0.5197; H 0.2372; H 0.1553; H 0.3030; H 0.2887; H 0.3196; H 0.3163; H 0.2554; H 0.2548; H 0.3680; H 0.1212

Formula: C2H6OS2
Source: OMol25
Level of theory: wB97M-V/def2-TZVPD

* SMILES: C=O.CSS
* frontier orbital gap: 9.7 eV
* energy above the lowest of the compared OMol25 structures with the same formula, charge and spin: 10.4 kcal per mole
* HOMO: -9.21 eV
* LUMO level: 0.515 eV

Geometry as ORCA input:
```
! RIJCOSX wB97M-V def2-TZVPD def2/J DEFGRID3
* xyz 0 1
C -0.05 1.55 -1.71
O -1.03 1.94 -1.14
H 0.93 1.98 -1.41
H -0.04 0.84 -2.55
C -0.93 -1.17 0.86
S 0.76 -1.58 0.28
S 2.04 -0.64 1.60
H -1.01 -1.63 1.87
H -1.58 -1.77 0.24
H -1.15 -0.11 0.81
H 2.07 0.60 1.16
*
```

Quick look at the Mulliken charges, all values in e: C -0.0872; O -0.3908; H 0.2312; H 0.2470; C -0.7290; S -0.0784; S -0.1773; H 0.3191; H 0.2701; H 0.2699; H 0.1256